# 1
{"formula": "C15H42N8NiO7", "method": "wB97M-V/def2-TZVPD", "elements": ["Ni", "O", "O", "O", "O", "O", "O", "O", "N", "N", "N", "N", "N", "N", "N", "N", "C", "C", "C", "C", "C", "C", "C", "C", "C", "C", "C", "C", "C", "C", "C", "H", "H", "H", "H", "H", "H", "H", "H", "H", "H", "H", "H", "H", "H", "H", "H", "H", "H", "H", "H", "H", "H", "H", "H", "H", "H", "H", "H", "H", "H", "H", "H", "H", "H", "H", "H", "H", "H", "H", "H", "H", "H"], "xyz": [[10.724, 7.985, 9.850], [7.507, 9.625, 7.356], [10.543, 9.768, 9.034], [10.463, 5.964, 10.539], [9.705, 8.397, 11.608], [11.915, 7.305, 8.181], [12.191, 8.388, 13.542], [15.206, 7.708, 9.316], [12.999, 7.317, 6.270], [12.275, 10.523, 7.813], [8.084, 8.913, 13.085], [12.782, 8.397, 10.657], [8.770, 10.437, 11.434], [8.909, 7.552, 8.747], [10.093, 10.978, 7.220], [13.069, 5.574, 7.681], [13.619, 7.220, 11.031], [7.485, 7.886, 8.978], [7.166, 9.295, 8.641], [12.681, 6.727, 7.407], [9.235, 5.395, 9.963], [8.899, 9.276, 12.084], [6.487, 9.541, 6.368], [13.000, 9.449, 13.064], [8.993, 6.011, 8.605], [12.768, 9.585, 11.542], [12.407, 8.267, 14.932], [10.510, 5.337, 11.868], [10.939, 10.385, 8.046], [16.353, 8.412, 8.989], [15.068, 7.494, 10.753], [10.610, 4.265, 11.751], [14.055, 9.120, 13.198], [7.261, 7.730, 10.069], [12.057, 9.172, 15.475], [8.070, 5.586, 8.161], [13.238, 6.421, 10.404], [13.484, 8.140, 15.217], [13.527, 6.946, 5.515], [8.372, 5.656, 10.542], [5.535, 9.878, 6.739], [13.434, 6.829, 12.021], [6.817, 7.265, 8.414], [12.846, 10.411, 13.571], [9.843, 5.780, 7.868], [12.353, 8.058, 6.054], [6.382, 8.487, 6.153], [9.599, 5.523, 12.426], [11.779, 10.032, 11.499], [13.160, 8.654, 9.756], [15.404, 8.345, 11.292], [12.829, 9.776, 8.174], [8.496, 8.139, 13.637], [7.530, 9.528, 13.644], [15.723, 6.650, 10.936], [13.523, 10.239, 11.063], [12.534, 5.170, 8.442], [13.719, 5.010, 7.140], [6.068, 9.344, 8.799], [12.639, 10.947, 6.959], [9.133, 7.880, 7.834], [6.835, 10.120, 5.508], [9.273, 10.425, 10.554], [10.433, 11.436, 6.405], [9.248, 4.321, 9.936], [17.232, 8.010, 9.498], [16.496, 8.451, 7.904], [11.334, 5.824, 12.381], [9.092, 10.920, 7.263], [11.969, 7.337, 15.241], [16.377, 9.499, 9.223], [7.609, 10.030, 9.342], [7.954, 11.073, 11.567]], "charge": 2, "multiplicity": 3, "gap_ev": [10.205, 10.214], "e_lumo_ev": [-4.4004, -4.4073]}

# 2
{"formula": "C25H21Cl3FeO2P", "method": "wB97M-V/def2-TZVPD", "elements": ["Fe", "Cl", "Cl", "Cl", "P", "O", "O", "C", "C", "C", "C", "C", "C", "C", "C", "C", "C", "C", "C", "C", "C", "C", "C", "C", "C", "C", "C", "C", "C", "C", "C", "C", "H", "H", "H", "H", "H", "H", "H", "H", "H", "H", "H", "H", "H", "H", "H", "H", "H", "H", "H", "H", "H"], "xyz": [[0.279, -0.111, 1.726], [-1.300, 0.106, 6.632], [-0.934, 3.053, 6.673], [2.195, 0.866, 1.701], [0.050, 0.167, -0.492], [1.506, 1.015, 4.920], [-0.473, 1.687, 3.934], [-0.988, -1.932, 2.062], [-1.565, -0.278, -1.261], [-3.994, -1.104, -2.401], [1.089, 1.858, -2.529], [1.590, -2.294, -3.471], [-2.098, -1.554, -0.984], [0.405, 1.775, -1.306], [2.522, -1.029, -1.161], [0.378, -1.460, 3.867], [0.333, 1.409, 4.840], [-0.973, -1.489, 3.417], [0.002, 4.175, -1.408], [0.379, -2.251, 1.684], [-0.103, 2.957, -0.730], [-2.227, 0.549, -2.180], [0.702, -1.596, -2.647], [-3.413, 0.110, -2.780], [1.231, -1.859, 2.783], [2.946, -2.362, -3.136], [1.213, 3.080, -3.202], [0.674, 4.237, -2.636], [1.154, -0.946, -1.486], [-0.199, 1.490, 6.403], [-3.347, -1.922, -1.470], [3.411, -1.727, -1.978], [-1.522, -2.273, -0.399], [4.473, -1.780, -1.717], [1.212, -2.780, -4.376], [-0.350, -1.569, -2.923], [3.635, -2.903, -3.783], [0.772, 5.188, -3.158], [2.315, -1.933, 2.789], [-3.805, -2.853, -1.131], [-1.818, 1.527, -2.439], [-1.878, -2.063, 1.459], [0.665, 1.365, 7.065], [-0.428, 5.086, -0.979], [2.886, -0.534, -0.261], [1.543, 0.970, -2.962], [-4.937, -1.422, -2.838], [-3.886, 0.733, -3.542], [1.731, 3.118, -4.167], [-0.579, 2.908, 0.251], [0.697, -2.816, 0.812], [-1.855, -1.288, 4.025], [0.684, -1.302, 4.892]], "charge": 0, "multiplicity": 6, "gap_ev": [7.841, 5.954], "e_lumo_ev": [-0.0251, -1.8957]}

| no. | molecular weight (g mol⁻¹) |
| --- | --- |
| 1 | 505.24 |
| 2 | 546.62 |